[1]
Molecular formula: C29H77LiO10
Method: DFT, wB97M-V/def2-TZVPD

## Properties
**Largest force on an atom**: 18.4 eV/Å
**Relative energy (zero: lowest compared OMol25 entry of this formula, charge and spin)**: 693.26 kcal per mole

Atoms and positions in Å:
Li 6.02057 -18.62242 -11.77021
C 9.17953 -18.79801 -10.42797
C 8.62223 -18.70541 -11.90118
O 7.33586 -18.21745 -12.06561
H 10.17544 -19.24081 -10.44165
H 8.56020 -19.35718 -9.72664
H 9.31609 -17.80211 -10.00650
H 8.66728 -19.74049 -12.23986
H 9.30910 -18.19318 -12.57492
C 12.27083 -15.26446 -9.96232
C 11.67129 -16.19189 -8.85984
C 11.28784 -17.51707 -9.45907
O 12.65969 -16.47024 -7.91863
H 12.64299 -14.32983 -9.54273
H 11.53885 -15.06708 -10.74548
H 13.13555 -15.73761 -10.42760
H 10.86076 -15.65130 -8.37107
H 10.52338 -17.29168 -10.20264
H 10.91933 -18.19943 -8.69311
H 12.09267 -18.00638 -10.00763
H 12.29641 -17.11469 -7.30683
C 4.47505 -20.34435 -13.15409
C 5.26901 -19.41649 -14.05952
C 4.32836 -18.47838 -14.81053
O 6.03861 -18.57596 -13.20051
H 3.86437 -21.04914 -13.71839
H 3.81966 -19.84774 -12.43858
H 5.05006 -21.09603 -12.61331
H 5.97120 -19.88199 -14.75113
H 4.73294 -17.79328 -15.55555
H 3.80789 -17.79119 -14.14345
H 3.45798 -19.03850 -15.15230
H 6.79865 -18.31511 -13.72577
C 8.78352 -16.40067 -14.08454
C 7.40388 -17.04803 -14.42419
C 7.02242 -16.76401 -15.86398
O 7.59861 -18.38970 -14.26442
H 9.62613 -17.07382 -14.24255
H 8.77437 -16.07675 -13.04382
H 9.06170 -15.46753 -14.57441
H 6.59151 -16.76143 -13.75634
H 7.80106 -16.88843 -16.61654
H 6.78333 -15.70979 -16.00385
H 6.18218 -17.38765 -16.16921
H 7.97841 -18.49196 -13.38870
C 7.05063 -16.31891 -9.49130
C 7.49711 -15.43835 -10.67484
C 8.99804 -15.19709 -10.74170
O 7.12337 -16.04836 -11.87729
H 7.62174 -17.23574 -9.34516
H 5.98466 -16.53793 -9.42936
H 7.20989 -15.66856 -8.63119
H 7.03237 -14.45576 -10.59342
H 9.58885 -16.11238 -10.77746
H 9.31766 -14.69199 -9.83021
H 9.30120 -14.54253 -11.55887
H 7.67920 -16.83043 -11.90916
C 7.47106 -21.45581 -12.26874
C 6.47038 -22.54513 -11.75362
C 7.09000 -23.49115 -10.70792
O 5.34787 -21.83603 -11.25544
H 8.23516 -22.04181 -12.77946
H 7.92000 -20.85237 -11.47980
H 6.93506 -20.81671 -12.97044
H 6.17497 -23.17454 -12.59307
H 7.52851 -22.99048 -9.84471
H 7.77900 -24.16786 -11.21334
H 6.34705 -24.16304 -10.27815
H 4.68111 -22.52041 -11.16228
C 8.80410 -20.51877 -6.97267
C 8.74580 -21.33268 -8.31476
C 10.09213 -21.33627 -9.01721
O 8.43831 -22.68201 -8.04344
H 7.96677 -20.53057 -6.27493
H 8.96732 -19.47391 -7.23672
H 9.67246 -20.86615 -6.41286
H 7.95017 -20.93067 -8.94203
H 9.98767 -21.85048 -9.97260
H 10.85144 -21.90422 -8.47964
H 10.41793 -20.31110 -9.19321
H 7.70411 -22.61614 -7.42845
C 12.02091 -20.03848 -12.55722
C 11.49606 -21.20209 -11.70617
C 10.12517 -21.78426 -12.05615
O 12.43091 -22.25442 -11.94110
H 11.30197 -19.22211 -12.62625
H 12.28842 -20.38480 -13.55552
H 12.97535 -19.67460 -12.17677
H 11.44565 -20.85273 -10.67491
H 10.19809 -22.32984 -12.99696
H 9.28504 -21.09018 -12.07943
H 9.82390 -22.53981 -11.33056
H 12.04554 -22.99424 -11.46597
C 3.31130 -17.47272 -11.97411
C 4.58519 -16.54815 -11.85130
C 4.54762 -15.60745 -10.64215
O 5.70342 -17.30516 -11.83683
H 3.30049 -18.02180 -12.91565
H 2.41264 -16.85959 -11.90642
H 3.28192 -18.28040 -11.24275
H 4.50402 -15.88288 -12.71090
H 5.42736 -14.96891 -10.56195
H 4.44098 -16.19369 -9.72943
H 3.65583 -14.98083 -10.65492
H 6.48465 -16.74743 -11.82205
C 10.02149 -19.74693 -14.78248
C 8.79201 -20.33484 -15.46834
C 7.88824 -20.81695 -14.37932
O 8.08477 -19.30611 -16.13142
H 9.82910 -18.91535 -14.10458
H 10.75533 -19.35007 -15.48396
H 10.55310 -20.49779 -14.19793
H 9.06221 -21.10888 -16.18665
H 6.90365 -21.01647 -14.80226
H 7.73190 -19.98457 -13.69318
H 8.21827 -21.74083 -13.90433
H 7.76720 -18.64174 -15.51548

=====

[2]
Molecular formula: C19H28Cl5O3PPd
Method: DFT, wB97M-V/def2-TZVPD

## Properties
**Largest force on an atom**: 1.3 eV/Å
**Relative energy (zero: lowest compared OMol25 entry of this formula, charge and spin)**: 17.46 kcal per mole

Atoms and positions in Å:
Pd 0.90553 -0.11849 0.02238
Cl 0.65354 -2.32099 2.29859
C 0.53903 -0.69133 2.87738
C 0.58697 0.35039 1.95358
C 0.68559 1.63587 2.48233
Cl 0.98053 2.95241 1.38773
C 0.59333 1.89959 3.84250
Cl 0.66265 3.51565 4.42093
C 0.44458 0.83651 4.73223
Cl 0.29914 1.13889 6.41701
C 0.44496 -0.46795 4.24766
Cl 0.33692 -1.79030 5.34161
C 3.43124 -2.52805 -0.55949
C 3.60737 -1.03119 -0.64745
C 5.04808 -0.60013 -0.73951
O 3.00400 -0.49480 0.60218
C 2.68273 -0.33115 -1.70050
O 1.52769 -0.92854 -1.80232
O 3.01384 0.74634 -2.14929
H 4.04096 -2.92995 0.25181
H 3.74085 -2.98828 -1.49908
H 2.38597 -2.77075 -0.38748
H 5.60728 -0.95627 0.12745
H 5.11568 0.48501 -0.81262
H 5.49570 -1.01866 -1.64180
H 3.34191 0.40619 0.71904
C -1.80088 2.88578 -0.88214
C -2.29484 1.59624 -0.21407
C -2.51636 1.79313 1.29327
P -1.22285 0.14671 -0.65164
C -2.25206 -1.35412 -0.28540
C -2.60039 -1.53926 1.19760
C -1.54028 -2.58687 -0.85798
C -1.15811 0.12270 -2.50876
C -2.53338 0.04073 -3.16916
C -0.31124 1.24246 -3.13009
H -2.28023 3.74568 -0.40995
H -2.05363 2.90739 -1.93851
H -0.72759 3.01043 -0.78465
H -3.25633 1.32887 -0.66416
H -1.58417 1.76299 1.84994
H -3.18660 1.04812 1.71217
H -2.97048 2.77150 1.45988
H -3.18586 -1.19946 -0.83081
H -1.76601 -1.30163 1.85068
H -2.87392 -2.58056 1.38005
H -3.44930 -0.92877 1.49314
H -0.51055 -2.64838 -0.50049
H -1.52254 -2.57917 -1.94757
H -2.06199 -3.49053 -0.53788
H -0.61228 -0.80207 -2.68873
H -3.13509 0.92900 -2.96071
H -3.09855 -0.84029 -2.86187
H -2.40518 -0.01325 -4.25272
H -0.89989 2.13686 -3.32167
H 0.07522 0.89516 -4.09069
H 0.55928 1.50061 -2.53196

=====

[3]
Molecular formula: C5H14
Method: DFT, wB97M-V/def2-TZVPD

## Properties
**Largest force on an atom**: 2.6 eV/Å
**Relative energy (zero: lowest compared OMol25 entry of this formula, charge and spin)**: 14.86 kcal per mole
**Structure (SMILES)**: CCC.CC

Atoms and positions in Å:
C 1.28105 -1.33355 0.87772
C 1.29418 -0.75889 -0.58693
C 0.43998 -1.52003 -1.59405
H 0.68444 -2.24116 0.92891
H 2.33017 -1.64982 0.93878
H 1.20085 -0.60992 1.67528
H 2.33421 -0.76720 -0.91858
H 1.03818 0.30249 -0.56496
H 0.89091 -2.44971 -1.90658
H 0.32767 -0.93465 -2.50440
H -0.50981 -1.74750 -1.11609
C -1.04089 1.83684 1.31606
C -1.76379 1.62756 -0.04374
H -0.68904 2.85294 1.44838
H -1.80229 1.57255 2.03626
H -0.20016 1.16949 1.26030
H -2.64178 0.98759 0.03216
H -1.11863 1.10369 -0.75632
H -2.05526 2.55926 -0.52221

=====

[4]
Molecular formula: C36H59LaN7PSi3
Method: DFT, wB97M-V/def2-TZVPD

## Properties
**Largest force on an atom**: 0.9 eV/Å
**Charge**: +2
**Relative energy (zero: lowest compared OMol25 entry of this formula, charge and spin)**: 17.58 kcal per mole

Atoms and positions in Å:
La -0.22507 0.62801 0.25288
C 2.37841 -0.65899 2.36675
Si 3.40996 0.03012 0.90434
C 4.03094 -1.52399 0.01931
C 4.94821 0.75736 1.71767
C 2.32684 1.31150 -0.02420
Si 2.55018 1.68090 -1.89334
C 4.23416 1.13543 -2.53540
C 2.32334 3.48821 -2.43027
C 1.12683 0.94277 -2.95156
Si 2.42980 2.96668 0.88475
C 4.04745 3.90222 0.64213
C 2.08196 2.90530 2.74937
C 0.96935 4.03176 0.24691
C 1.12132 5.40509 0.07846
C 0.06638 6.18236 -0.36757
C -1.15356 5.56348 -0.60391
C -1.25084 4.20482 -0.38494
N -0.22285 3.43962 0.01093
H 2.80368 -1.60600 2.70441
H 1.32792 -0.86670 2.12416
H 2.39885 0.01730 3.22310
H 4.75550 -2.00047 0.68398
H 4.55349 -1.30606 -0.90992
H 3.26189 -2.26485 -0.19451
H 5.42806 -0.00252 2.33888
H 4.71861 1.60661 2.36394
H 5.68431 1.08369 0.97985
H 4.97691 1.91088 -2.33518
H 4.20444 0.98037 -3.61658
H 4.59359 0.21940 -2.07440
H 2.90148 4.21757 -1.86749
H 1.27473 3.79303 -2.38911
H 2.64159 3.56447 -3.47309
H 1.17748 -0.12585 -3.13110
H 1.16348 1.43077 -3.92759
H 0.12661 1.18262 -2.54077
H 4.88903 3.26560 0.91469
H 4.10032 4.79103 1.27544
H 4.21076 4.21600 -0.38797
H 2.64682 2.11935 3.25317
H 1.01957 2.77717 2.97471
H 2.39088 3.85229 3.19742
H 2.08277 5.85696 0.28623
H 0.18650 7.24620 -0.52430
H -2.01348 6.12227 -0.94465
H -2.20636 3.70884 -0.50926
N -3.47427 1.78159 -1.68572
C -3.94309 1.52447 -0.44397
N -5.25260 1.47781 -0.31240
C -5.70078 1.20979 0.91541
N -7.00822 1.12180 1.11387
N -4.89280 1.02677 1.98319
C -3.60590 1.10421 1.75755
N -3.04391 1.31776 0.55300
C -2.73243 0.94745 2.95974
C -3.32252 0.96093 4.21750
C -2.52427 0.88115 5.34699
C -1.15296 0.79003 5.18449
C -0.64421 0.75886 3.90003
N -1.40367 0.83306 2.80119
H -4.16464 2.03176 -2.37654
H -2.54453 2.13496 -1.81685
H -7.64896 1.28268 0.35540
H -7.35873 0.96785 2.04314
H -4.39512 1.03842 4.28719
H -2.96540 0.89152 6.33435
H -0.48504 0.73647 6.03242
H 0.42275 0.66713 3.74384
C -0.58244 -5.38123 -0.12289
C -0.70790 -4.02538 0.56643
C -1.90722 -4.02589 1.51771
C 0.56828 -3.74802 1.37019
P -0.85209 -2.55817 -0.62290
C 0.32684 -3.00209 -1.95029
C 0.10774 -3.97535 -2.92804
C 1.09459 -4.28037 -3.85016
C 2.32146 -3.62999 -3.80940
C 2.55902 -2.67755 -2.83413
C 1.56411 -2.36505 -1.91784
C -2.55787 -2.45755 -1.43059
C -3.16729 -3.73836 -2.00014
C -2.37054 -1.43042 -2.55380
C -3.52681 -1.89156 -0.38013
H -0.52571 -6.15143 0.65008
H 0.32447 -5.45003 -0.72004
H -1.44050 -5.61309 -0.75251
H -1.71944 -4.73122 2.32957
H -2.82019 -4.34412 1.01436
H -2.06999 -3.03881 1.95983
H 0.77442 -4.59019 2.03399
H 0.45296 -2.85510 1.98870
H 1.43781 -3.62319 0.71941
H -0.82740 -4.51175 -2.96936
H 0.90903 -5.04149 -4.59649
H 3.08978 -3.86955 -4.53217
H 3.51081 -2.16279 -2.78834
H 1.76295 -1.62140 -1.15087
H -2.65382 -4.08422 -2.89428
H -4.20079 -3.52802 -2.28671
H -3.19096 -4.54259 -1.26658
H -1.68336 -1.78960 -3.31988
H -1.97754 -0.48328 -2.15851
H -3.33026 -1.21458 -3.02687
H -3.90853 -2.67159 0.27677
H -4.38385 -1.43182 -0.87920
H -3.05074 -1.13221 0.24486

=====

[5]
Molecular formula: C5H11NO2
Method: DFT, wB97M-V/def2-TZVPD

## Properties
**Largest force on an atom**: 2.7 eV/Å
**Relative energy (zero: lowest compared OMol25 entry of this formula, charge and spin)**: 187.17 kcal per mole

Atoms and positions in Å:
C -1.27950 1.15938 1.85884
N -0.11930 1.68381 1.31749
C -0.36410 2.46704 0.13697
C 1.76641 -1.38677 -0.88804
C 1.07880 -2.70392 -0.95415
C 0.22900 -2.94143 -2.09140
O -0.00043 -2.13192 -3.02253
O -2.24394 2.21448 2.43668
H -1.93926 0.62509 1.15434
H -1.03565 0.53289 2.74124
H -1.66936 2.81785 2.89372
H -0.82998 3.48398 0.36919
H 0.59527 2.73397 -0.34867
H -1.03475 1.97834 -0.66300
H 2.90168 -1.46704 -0.75583
H 1.37400 -0.71550 -0.05258
H 1.57696 -0.90438 -1.88525
H 1.21917 -3.52273 -0.16281
H -0.22502 -3.92314 -2.08420

=====

[6]
Molecular formula: C6H10Cl2
Method: DFT, wB97M-V/def2-TZVPD

## Properties
**Largest force on an atom**: 9.2 eV/Å
**Relative energy (zero: lowest compared OMol25 entry of this formula, charge and spin)**: 97.60 kcal per mole
**Structure (SMILES)**: CC/C(=C\Cl)[C@H](C)Cl

Atoms and positions in Å:
C -1.04502 2.08047 0.22943
C -0.26657 0.92147 0.86984
C -0.07571 -0.25568 0.17617
C -1.03269 -1.01017 -0.54614
Cl -2.79452 -0.59582 -0.17308
C 1.38337 -0.74686 0.10126
C 2.19210 -0.76520 1.47131
Cl 2.16509 0.34771 -1.08746
H -1.48300 2.86380 1.04912
H -0.44771 2.78757 -0.61876
H -2.10073 1.86616 -0.00825
H -0.88554 0.67954 1.75639
H 0.78982 1.04797 1.10934
H -0.93051 -1.82624 -1.08519
H 1.63558 -1.86945 -0.08566
H 2.97026 -1.69036 1.16849
H 1.48006 -1.24734 2.48576
H 2.73905 0.26216 1.84668

=====

[7]
Molecular formula: CH5NO2S
Method: DFT, wB97M-V/def2-TZVPD

## Properties
**Largest force on an atom**: 3.3 eV/Å
**Relative energy (zero: lowest compared OMol25 entry of this formula, charge and spin)**: 94.36 kcal per mole
**Structure (SMILES)**: C=[S@](N)(=O)O

Atoms and positions in Å:
C 0.53467 -0.52957 1.05769
S -0.79571 -0.03988 0.26965
N -0.49166 1.03965 -1.04527
O -1.83113 0.59744 1.00451
O -1.51602 -1.24423 -0.67073
H 1.08664 -1.38613 0.50383
H 1.17481 0.33365 0.85661
H -1.30927 1.18788 -1.63719
H -0.13015 1.97979 -0.68057
H -0.85939 -1.88317 -1.10279

=====

[8]
Molecular formula: C2H6P2
Method: DFT, wB97M-V/def2-TZVPD

## Properties
**Largest force on an atom**: 2.3 eV/Å
**Relative energy (zero: lowest compared OMol25 entry of this formula, charge and spin)**: 96.06 kcal per mole

Atoms and positions in Å:
C -0.58509 0.17305 0.80750
C -1.27094 -0.82421 -0.05298
P 0.98322 2.53321 -0.25477
P 1.05600 0.63926 0.75615
H -1.21679 -1.75477 0.66141
H -0.90744 -1.09986 -1.02655
H -2.32568 -0.49327 -0.23744
H 1.19812 2.10499 -1.50354
H 2.30470 0.24806 0.36939
H 1.43806 1.15831 1.94127